Entry 1:
Computed, not measured: C5H7NO in the gas phase, with wB97M-V/def2-TZVPD.

```
14
Properties=species:S:1:pos:R:3:forces:R:3:nbo_charge:R:1
O 1.9119 -1.4292 0.9009 0.095 0.022 0.256 -0.699
C 2.3154 -0.3789 0.0327 0.158 0.177 -0.252 -0.131
C 1.1826 0.5393 -0.1649 -0.500 0.105 0.134 -0.056
C 0.0767 1.0086 -0.0403 0.450 -0.367 0.088 -0.006
C -1.3131 1.0814 0.3641 0.068 0.207 -0.067 -0.171
C -2.2213 0.0339 -0.1760 -0.199 -0.013 -0.273 -0.238
N -1.7020 -0.0849 1.1763 0.030 -0.146 0.218 -0.555
H 1.7107 -1.0353 1.7604 0.042 -0.100 -0.136 0.468
H 3.1954 0.1480 0.4232 -0.120 -0.049 -0.090 0.190
H 2.5978 -0.8636 -0.9044 0.002 0.102 0.076 0.208
H -1.7170 2.0316 0.7006 0.084 -0.142 -0.086 0.224
H -1.8242 -0.6052 -0.9611 -0.027 0.075 0.165 0.204
H -3.2883 0.2281 -0.2270 0.132 0.048 -0.051 0.202
H -0.9114 -0.7293 1.1830 -0.217 0.079 0.019 0.360
```
Positions in Å, forces in eV/Å.

**Energy relative to the best compared isomer or geometry (same formula, charge and spin)**: 354.1 kJ/mol
**Max |F|**: 0.6 eV Å⁻¹
**Highest occupied orbital energy**: -9.25 eV
**Gap between HOMO and LUMO**: 10.084 eV
**LUMO level**: 0.84 eV



Entry 2:
Computed, not measured: C5H7NO in the gas phase, with wB97M-V/def2-TZVPD.

```
14
Properties=species:S:1:pos:R:3:forces:R:3:nbo_charge:R:1
C 1.5617 -0.9273 0.6735 -0.131 -0.169 -0.018 -0.061
N 0.3602 -1.2792 0.4991 0.417 0.149 0.116 -0.386
C -0.6478 -0.3702 1.0074 -0.095 0.106 0.081 -0.249
C -1.3548 0.3202 -0.1818 -0.083 0.011 0.042 -0.397
C -0.4569 0.6178 -1.3668 0.186 0.148 -0.066 -0.553
C 0.7985 0.9971 -1.3150 0.436 0.231 -0.071 0.720
O 1.9240 1.3207 -1.2958 -0.852 -0.201 -0.007 -0.475
H 2.3650 -1.4821 0.1890 -0.084 -0.115 0.223 0.181
H 1.8486 -0.0384 1.2568 -0.064 -0.112 -0.103 0.143
H -0.2135 0.3920 1.6781 0.007 -0.100 -0.131 0.164
H -1.3857 -0.9385 1.5859 0.101 0.131 -0.122 0.210
H -1.8169 1.2476 0.1794 0.002 -0.191 -0.003 0.216
H -2.1701 -0.3148 -0.5405 0.184 0.047 0.005 0.221
H -0.8166 0.4610 -2.3772 -0.023 0.065 0.053 0.268
```
Positions in Å, forces in eV/Å.

**Energy relative to the best compared isomer or geometry (same formula, charge and spin)**: 203.1 kJ/mol
**Max |F|**: 0.9 eV Å⁻¹
**Highest occupied orbital energy**: -8.80 eV
**Gap between HOMO and LUMO**: 9.671 eV
**LUMO level**: 0.88 eV



Entry 3:
Computed, not measured: a molecular structure, C5H7NO, with wB97M-V/def2-TZVPD.

```
14
Properties=species:S:1:pos:R:3:forces:R:3:nbo_charge:R:1
N -0.2598 0.0019 2.3388 0.626 -0.525 -0.259 -0.694
C 0.1636 0.6251 1.3382 -1.740 -0.105 -1.510 0.604
O 1.4143 0.9381 0.9215 -0.931 0.235 -1.270 -0.496
C 0.8673 0.8006 -0.5288 0.868 -0.015 0.578 0.089
C 0.6834 -0.6995 -0.9061 0.256 -0.168 0.110 -0.431
C -0.8342 -0.6432 -0.5257 0.009 -0.387 0.468 -0.405
C -0.5785 0.8143 -0.0922 0.290 -0.103 1.497 -0.342
H -1.0373 -0.5256 1.9022 -0.448 0.824 1.317 0.349
H 1.3863 1.5403 -1.1284 -0.070 -0.194 -0.232 0.211
H 1.2452 -1.3137 -0.2058 0.155 -0.152 -0.198 0.235
H 0.9294 -0.9935 -1.9305 -0.086 0.219 0.176 0.228
H -1.0937 -1.2683 0.3640 0.167 0.208 -0.895 0.193
H -1.5875 -0.9073 -1.2764 0.413 0.519 -0.171 0.221
H -1.2987 1.6307 -0.2708 0.490 -0.354 0.389 0.238
```
Positions in Å, forces in eV/Å.

**Energy relative to the best compared isomer or geometry (same formula, charge and spin)**: 303.3 kJ/mol
**Max |F|**: 2.3 eV Å⁻¹
**Highest occupied orbital energy**: -9.42 eV
**Gap between HOMO and LUMO**: 10.335 eV
**LUMO level**: 0.92 eV



Entry 4:
Computed, not measured: C5H7NO in the gas phase, with wB97M-V/def2-TZVPD.

```
14
Properties=species:S:1:pos:R:3:forces:R:3:nbo_charge:R:1
C -1.3131 -0.9581 -0.2802 -0.288 -0.211 0.107 -0.577
C -0.6115 1.1800 -0.6438 0.297 -0.165 0.224 0.180
C -0.0752 -0.1801 -0.8328 0.144 0.139 -0.184 -0.478
C 1.1225 -0.3605 0.0851 0.007 -0.285 -0.092 0.550
N 1.9524 -1.3115 0.0507 -0.271 0.328 0.083 -0.690
O 1.1225 0.6708 0.9747 0.021 -0.120 0.008 -0.509
C 0.1112 1.6147 0.5722 -0.189 0.172 -0.134 -0.283
H -1.6664 -0.5905 0.6932 0.195 -0.035 -0.217 0.217
H -2.1473 -0.9010 -0.9860 0.255 -0.032 0.145 0.236
H -0.9857 -1.9914 -0.1565 -0.083 0.039 0.024 0.245
H 0.1042 -0.5301 -1.8537 -0.066 0.154 0.199 0.266
H 2.6539 -1.2179 0.7869 -0.077 0.024 -0.091 0.351
H -0.5646 1.8142 1.4130 0.062 0.025 -0.139 0.243
H 0.5906 2.5673 0.3047 -0.007 -0.034 0.067 0.248
```
Positions in Å, forces in eV/Å.

**Energy relative to the best compared isomer or geometry (same formula, charge and spin)**: 359.5 kJ/mol
**Max |F|**: 0.4 eV Å⁻¹
**Highest occupied orbital energy**: -9.30 eV
**Gap between HOMO and LUMO**: 9.089 eV
**LUMO level**: -0.22 eV



Entry 5:
Computed, not measured: C5H7NO in the gas phase, with wB97M-V/def2-TZVPD.

```
14
Properties=species:S:1:pos:R:3:forces:R:3:nbo_charge:R:1
H -2.4670 -0.1840 -1.8817 0.010 0.023 0.092 0.351
N -1.6098 0.3684 -1.8635 0.128 -0.212 0.354 -0.649
C -0.8713 0.0466 -0.8921 -0.107 0.149 -0.286 0.518
C 0.4469 0.7489 -0.7402 0.380 -0.058 -0.322 -0.260
C 1.6464 0.1773 -0.7627 -0.252 0.119 -0.130 -0.357
O -1.2328 -0.9484 0.0002 0.022 0.054 -0.022 -0.506
C -0.4920 -1.0310 1.1619 0.210 0.012 0.191 0.121
C -0.0684 0.0632 1.7711 -0.240 -0.208 0.380 -0.462
H 0.3586 1.8299 -0.6761 0.024 -0.106 -0.226 0.225
H 1.7791 -0.9024 -0.7551 -0.063 0.164 -0.107 0.197
H 2.5467 0.7841 -0.7628 -0.129 -0.076 0.038 0.206
H -0.2705 -2.0521 1.4524 0.181 0.088 -0.225 0.191
H -0.5429 0.9912 1.5045 0.268 0.355 -0.163 0.203
H 0.7771 0.1081 2.4443 -0.432 -0.303 0.427 0.222
```
Positions in Å, forces in eV/Å.

**Energy relative to the best compared isomer or geometry (same formula, charge and spin)**: 252.0 kJ/mol
**Max |F|**: 0.7 eV Å⁻¹
**Highest occupied orbital energy**: -9.13 eV
**Gap between HOMO and LUMO**: 10.112 eV
**LUMO level**: 0.98 eV



Entry 6:
Computed, not measured: C5H7NO in the gas phase, with wB97M-V/def2-TZVPD.

```
14
Properties=species:S:1:pos:R:3:forces:R:3:nbo_charge:R:1
C 0.3851 2.1497 0.0658 0.002 -0.099 0.039 -0.361
C 0.4191 0.8902 0.4966 -0.031 0.163 -0.070 -0.236
C 0.2050 -0.2761 -0.3904 -0.012 -0.013 0.025 0.264
N 0.7536 -0.1616 -1.6399 0.097 -0.109 0.016 -0.775
C -0.5192 -1.3688 -0.0143 0.044 0.128 -0.030 -0.455
C -1.2045 -1.4821 1.2610 0.019 0.115 0.131 0.389
O -1.2109 -0.6604 2.1649 -0.062 -0.295 -0.256 -0.578
H 0.1675 2.4084 -0.9672 0.030 -0.075 0.102 0.196
H 0.5234 2.9722 0.7609 0.022 -0.116 -0.104 0.208
H 0.5558 0.6713 1.5472 -0.032 0.005 -0.082 0.251
H 0.8026 -0.9922 -2.2118 -0.076 0.141 0.064 0.390
H 1.5231 0.4809 -1.7483 -0.108 -0.066 0.034 0.395
H -0.6337 -2.1996 -0.7093 0.034 0.138 0.112 0.204
H -1.7668 -2.4321 1.3848 0.073 0.084 0.017 0.107
```
Positions in Å, forces in eV/Å.

**Energy relative to the best compared isomer or geometry (same formula, charge and spin)**: 122.5 kJ/mol
**Max |F|**: 0.4 eV Å⁻¹
**Highest occupied orbital energy**: -8.64 eV
**Gap between HOMO and LUMO**: 9.025 eV
**LUMO level**: 0.39 eV



Entry 7:
Computed, not measured: 2 unconnected molecules or ions with the total composition C5H7NO, with wB97M-V/def2-TZVPD.

```
14
Properties=species:S:1:pos:R:3:forces:R:3:nbo_charge:R:1
N -2.1356 -0.7060 0.0250 0.252 0.577 0.211 -0.517
C -1.5499 0.3093 0.3248 -0.035 -0.449 -0.205 0.297
C -0.3529 0.9691 0.3781 -0.182 -0.089 0.092 0.118
C 0.3596 1.8633 1.2680 0.108 -0.001 0.273 -0.106
O 0.0250 2.2054 -0.0902 -0.054 0.086 -0.186 -0.450
H -1.3377 -1.3571 -0.4462 0.036 -0.052 -0.054 0.346
H -0.1837 2.4262 2.0246 0.072 -0.093 -0.127 0.199
H 1.4202 1.6979 1.4539 -0.171 -0.010 -0.057 0.192
C 0.1649 -1.7462 -0.9472 0.244 0.057 -0.028 -0.581
C 0.8815 -0.6247 -0.6058 -0.032 -0.148 -0.032 -0.362
H 0.2298 -2.6422 -0.3327 -0.049 0.163 -0.069 0.220
H -0.1573 -1.8928 -1.9765 -0.009 0.063 0.180 0.223
H 1.5189 -0.6333 0.2752 -0.119 0.003 -0.123 0.205
H 1.1171 0.1312 -1.3512 -0.061 -0.107 0.127 0.216
```
Positions in Å, forces in eV/Å.

**Energy relative to the best compared isomer or geometry (same formula, charge and spin)**: 503.6 kJ/mol
**Max |F|**: 0.7 eV Å⁻¹
**Highest occupied orbital energy**: -8.85 eV
**Gap between HOMO and LUMO**: 9.692 eV
**LUMO level**: 0.84 eV



Entry 8:
Computed, not measured: C5H7NO in the gas phase, with wB97M-V/def2-TZVPD.

```
14
Properties=species:S:1:pos:R:3:forces:R:3:nbo_charge:R:1
C 1.5177 0.6497 0.9697 0.019 -0.023 -0.021 -0.635
C 0.3961 0.0253 0.2019 0.122 -0.155 -0.338 -0.013
C 0.3717 -1.1734 -0.3941 0.349 0.241 -0.037 -0.052
N -0.8477 -1.3953 -1.1487 -0.109 0.141 -0.193 -0.668
C -1.7688 -0.5225 -0.3984 -0.591 0.161 -0.069 0.727
O -2.9084 -0.7511 -0.1382 0.625 0.099 -0.034 -0.488
C -0.8867 0.7015 -0.2222 -0.116 0.239 -0.216 -0.546
H 2.3725 -0.0341 1.0010 -0.138 0.111 0.029 0.224
H 1.2477 0.9059 2.0018 -0.053 -0.051 -0.218 0.224
H 1.8430 1.5733 0.4741 -0.054 -0.123 0.115 0.221
H 1.1600 -1.9165 -0.4322 -0.162 0.029 0.105 0.211
H -0.7510 -0.7157 -1.9478 0.065 -1.445 -0.065 0.346
H -1.2563 1.5758 0.3135 0.014 -0.248 0.003 0.241
H -0.7771 0.8845 -1.3330 0.028 1.025 0.939 0.207
```
Positions in Å, forces in eV/Å.

**Energy relative to the best compared isomer or geometry (same formula, charge and spin)**: 163.2 kJ/mol
**Max |F|**: 1.4 eV Å⁻¹
**Highest occupied orbital energy**: -9.36 eV
**Gap between HOMO and LUMO**: 9.998 eV
**LUMO level**: 0.63 eV



Entry 9:
Computed, not measured: C5H7NO in the gas phase, with wB97M-V/def2-TZVPD.

```
14
Properties=species:S:1:pos:R:3:forces:R:3:nbo_charge:R:1
C -0.3281 -1.2893 -0.6831 -0.198 -0.042 -0.068 -0.371
C -0.5178 -0.0720 -0.1678 0.013 -0.273 -0.166 -0.029
C -1.7535 0.7387 -0.4783 0.043 0.059 -0.047 -0.642
C 0.5221 0.3803 0.8059 -0.040 -0.513 0.184 -0.171
N 1.8709 0.6453 0.2684 0.355 0.135 -0.810 -0.629
C 1.8209 -0.5460 0.8084 -0.062 0.260 0.500 0.717
O 2.4631 -1.5547 0.9647 -0.779 0.779 0.397 -0.559
H 0.3842 -1.9816 -0.2443 0.108 0.198 -0.373 0.216
H -0.8887 -1.6445 -1.5384 -0.322 -0.086 0.195 0.195
H -2.3780 0.1899 -1.1916 0.137 0.170 0.086 0.222
H -1.5568 1.7388 -0.8784 0.097 -0.110 0.061 0.214
H -2.3570 0.8653 0.4326 0.201 -0.001 -0.134 0.220
H 0.1871 1.1157 1.5577 0.339 -0.887 0.239 0.205
H 2.5078 1.4170 0.3038 0.109 0.310 -0.065 0.412
```
Positions in Å, forces in eV/Å.

**Energy relative to the best compared isomer or geometry (same formula, charge and spin)**: 271.9 kJ/mol
**Max |F|**: 1.2 eV Å⁻¹
**Highest occupied orbital energy**: -9.14 eV
**Gap between HOMO and LUMO**: 9.890 eV
**LUMO level**: 0.75 eV



Entry 10:
Computed, not measured: C5H7NO in the gas phase, with wB97M-V/def2-TZVPD.

```
14
Properties=species:S:1:pos:R:3:forces:R:3:nbo_charge:R:1
O 2.8177 -0.7384 1.1345 0.018 0.084 0.089 -0.697
C 2.5741 -0.3388 -0.2047 -0.027 -0.203 -0.377 -0.143
C 1.1459 -0.3649 -0.5185 -0.795 0.294 0.428 -0.001
C -0.0585 -0.2756 -0.4226 0.924 0.391 0.152 -0.052
C -1.1936 0.5159 0.0065 0.278 -0.117 -0.035 -0.158
C -2.5542 0.3947 -0.5453 0.034 0.199 -0.264 -0.242
N -2.2803 -0.0286 0.8218 0.134 -0.279 0.090 -0.557
H 2.2644 -0.1942 1.7169 0.185 -0.234 -0.279 0.471
H 2.9946 0.6701 -0.3846 -0.276 -0.395 -0.133 0.194
H 3.0485 -1.0478 -0.8825 0.522 0.017 0.281 0.210
H -0.8012 1.4650 0.3430 -0.454 0.307 0.028 0.213
H -2.7008 -0.3502 -1.3252 -0.105 0.189 0.175 0.204
H -3.1026 1.3280 -0.6144 -0.235 -0.275 -0.123 0.204
H -2.1540 -1.0351 0.8749 -0.202 0.022 -0.032 0.355
```
Positions in Å, forces in eV/Å.

**Energy relative to the best compared isomer or geometry (same formula, charge and spin)**: 374.4 kJ/mol
**Max |F|**: 1.0 eV Å⁻¹
**Highest occupied orbital energy**: -9.35 eV
**Gap between HOMO and LUMO**: 10.139 eV
**LUMO level**: 0.78 eV